No. 1
146
Properties=species:S:1:pos:R:3 method="wB97M-V/def2-TZVPD" homo_lumo_gap_ev=10.07 smiles="CCOC(C)=O.CCOC(C)=O.CCOC(C)=O.CCOC(C)=O.CCOC(C)=O.CCOC(C)=O.CCOC(C)=O.CCOC(C)=O.CCOC(C)=O.CC(C)=O.CC(C)=O" relative_energy_ev=0.370 e_homo_ev=-9.7 total_energy_ev=-85866.2296
H 16.070 12.976 -0.934
C 14.351 15.957 5.932
O 17.430 10.813 7.885
O 22.745 13.542 0.673
H 14.799 10.077 4.337
H 13.008 14.697 -0.451
H 17.527 19.913 4.782
C 15.656 22.016 2.166
O 20.080 9.515 0.971
H 14.127 19.050 -1.714
H 10.913 22.107 1.374
H 24.926 9.991 4.788
H 12.519 22.350 -0.478
H 20.501 15.432 -0.369
H 17.320 17.143 7.159
H 17.390 21.357 -0.648
H 17.261 15.783 6.087
C 22.341 14.684 0.418
O 17.938 10.202 1.189
H 19.141 7.324 1.682
H 20.973 18.294 6.979
H 18.684 22.005 5.251
H 21.008 17.483 5.300
C 15.428 16.855 6.445
H 15.321 19.391 -0.383
H 18.090 12.691 1.751
O 13.512 22.743 1.382
H 18.101 20.012 -1.562
H 17.024 9.667 5.616
H 13.399 16.474 5.808
O 12.336 18.207 -0.026
O 18.969 19.358 6.188
C 13.233 19.003 0.286
H 12.358 19.479 4.691
O 19.056 15.118 3.572
H 25.323 16.557 0.889
H 22.037 18.899 5.651
O 22.941 15.562 -0.333
C 20.983 19.461 0.975
H 14.024 15.473 0.862
H 13.945 19.618 4.044
H 17.114 22.275 5.803
C 21.107 18.387 5.901
H 24.111 10.746 3.338
C 22.188 19.941 0.011
H 12.715 20.926 3.888
O 24.129 14.843 5.832
H 11.386 19.184 2.295
H 15.158 12.942 7.438
H 20.039 11.578 0.678
C 15.783 10.410 4.006
C 16.555 11.458 7.365
C 20.948 15.170 0.590
C 17.790 20.089 5.825
H 14.647 15.306 5.109
C 22.466 15.139 4.160
H 20.153 10.593 3.245
C 14.296 19.500 -0.736
C 13.938 14.682 0.116
H 26.378 15.407 0.218
C 11.176 23.103 1.018
O 17.808 15.461 1.685
H 24.403 16.057 -1.524
H 21.886 10.502 2.837
O 13.299 19.656 1.451
H 16.983 19.676 6.430
H 18.102 17.265 0.821
H 20.361 14.324 0.949
C 15.619 13.721 -1.590
C 15.118 14.931 -0.810
H 22.152 20.966 -0.357
C 17.960 21.606 5.961
H 16.678 13.381 2.464
H 22.984 16.042 3.834
H 12.607 18.113 2.721
H 16.428 14.015 -2.259
C 20.057 19.312 5.346
H 21.059 12.078 2.982
H 16.321 12.982 8.822
H 14.138 15.201 6.688
H 21.625 15.347 4.821
H 20.932 20.018 1.911
H 16.706 22.251 1.989
C 18.782 9.321 1.104
H 17.183 19.692 -0.024
H 18.300 21.923 6.947
H 25.514 12.419 4.231
C 16.858 10.616 5.106
H 12.771 24.064 -0.149
C 17.845 20.369 -0.564
H 21.193 18.440 1.296
H 14.145 20.571 -0.872
C 12.448 19.175 2.537
O 16.278 11.570 6.030
H 16.756 18.598 2.579
C 19.111 20.603 0.239
C 17.762 13.340 2.563
H 21.610 10.898 0.564
C 18.424 7.895 1.091
H 11.082 23.828 1.825
C 16.697 17.526 2.386
C 18.344 14.740 2.611
O 15.411 23.085 0.086
H 20.903 16.013 1.280
C 25.330 15.545 0.483
H 14.096 13.696 0.552
C 12.563 23.099 0.313
C 18.002 16.896 1.842
H 23.235 10.343 4.871
H 22.193 19.200 -0.789
H 18.173 12.822 3.430
H 15.840 17.452 1.717
C 24.272 15.373 -0.686
C 15.722 12.355 8.162
O 15.237 18.029 6.563
C 20.956 11.042 2.661
H 18.831 17.198 2.482
H 16.576 15.628 7.764
C 16.719 16.272 6.896
H 16.139 9.591 3.382
C 24.169 10.686 4.425
H 24.831 12.260 5.849
H 18.417 7.512 0.070
C 14.817 22.644 1.054
H 24.478 14.361 -1.034
O 19.310 21.750 0.615
H 10.439 23.494 0.317
H 17.811 11.023 4.768
H 16.259 16.999 3.234
H 15.066 11.772 8.809
C 23.552 14.342 4.865
H 25.107 14.764 1.211
C 20.686 10.833 1.139
H 15.534 20.941 2.301
H 15.322 22.498 3.085
O 19.826 19.516 0.279
H 17.441 7.895 1.561
O 23.652 13.079 4.374
O 20.216 19.844 4.265
H 23.150 19.824 0.509
C 24.633 12.102 4.789
H 15.585 11.324 3.447
C 12.903 19.854 3.825
O 15.623 16.010 -0.941
H 22.092 14.575 3.306
H 14.814 13.345 -2.221

No. 2
17
Properties=species:S:1:pos:R:3 method="wB97M-V/def2-TZVPD" homo_lumo_gap_ev="5.96 / 9.03" total_charge=+2 relative_energy_ev=1.924 s2=2.005 spin_multiplicity=3 e_homo_ev="-14.8 / -20.4" total_energy_ev=-8302.4539
H 1.276 -0.113 -2.163
C 0.180 -0.195 -1.872
H -2.355 -0.575 -0.852
N 1.906 -0.672 2.281
C 2.293 -1.833 2.399
H 3.202 -2.157 2.926
H -3.677 1.155 -1.702
C 1.369 0.382 1.977
C -0.471 0.615 -0.984
H 1.611 0.894 1.059
H -0.141 1.417 -0.416
C -1.917 0.414 -1.152
H 1.436 -2.584 2.392
H -0.530 -0.749 -2.439
H -2.051 2.001 -2.313
H 0.473 0.667 2.574
N -2.601 1.332 -1.716

No. 3
44
Properties=species:S:1:pos:R:3 method="wB97M-V/def2-TZVPD" homo_lumo_gap_ev="7.41 / 5.68" total_charge=+1 s2=2.008 spin_multiplicity=3 e_homo_ev="-10.3 / -10.3" total_energy_ev=-57793.9993
C 3.115 0.347 -3.166
S -0.616 -0.552 4.843
H -1.568 1.605 -0.367
C -3.333 -2.428 -1.100
H 2.328 0.575 1.344
C 2.177 1.260 -2.705
C -1.472 0.657 -2.186
C -4.648 -2.099 -1.364
C -4.938 -0.862 -1.922
H 0.639 2.234 -0.059
H -5.443 -2.796 -1.134
C 1.440 0.955 -1.574
C 3.279 -0.850 -2.486
C -2.600 -0.301 -1.953
N 1.622 -0.191 -0.915
C 2.507 -1.082 -1.362
H 3.846 1.549 5.243
C -2.264 -1.562 -1.420
I -6.929 -0.336 -2.307
H 0.227 2.706 -1.718
N -0.880 1.077 -0.894
I -2.818 -4.203 -0.115
H -0.688 0.159 -2.760
H 3.988 -1.593 -2.819
C 0.356 1.856 -1.043
H -1.817 1.527 -2.754
O -1.007 -1.917 -1.216
C -3.919 0.037 -2.197
H 3.699 0.566 -4.050
C 1.919 0.646 5.226
H 1.801 0.655 6.301
H 4.101 1.550 2.797
H -1.876 -1.295 2.884
Pt -0.194 -0.888 0.331
C -0.946 -0.839 3.193
C 1.074 0.088 3.014
H -4.156 1.010 -2.612
C 3.202 1.135 3.234
H 2.009 2.196 -3.220
C 3.055 1.146 4.626
H 2.599 -2.000 -0.795
C 2.224 0.607 2.420
N -0.017 -0.473 2.354
C 0.923 0.125 4.406

No. 4
52
Properties=species:S:1:pos:R:3 method="wB97M-V/def2-TZVPD" homo_lumo_gap_ev=3.55 relative_energy_ev=1.634 e_homo_ev=-11.8 total_energy_ev=-189748.2251
H 0.202 4.334 -1.239
C 3.644 2.196 0.033
H -0.548 5.006 0.160
O 1.166 1.181 0.780
Tl -0.110 -1.399 1.024
C 3.915 -2.034 -2.006
C 0.596 1.250 -2.756
H 1.254 5.022 -0.065
H 3.773 1.827 1.052
O 1.847 0.621 -2.893
H -5.456 -0.132 2.573
H -3.768 -0.094 1.885
F 6.056 -1.452 2.113
H -5.169 0.003 0.846
F 4.372 -2.920 1.170
F 4.721 -0.490 0.290
H 0.205 1.314 -1.742
O -4.370 -3.809 0.855
H 3.712 1.295 -0.574
O 3.277 -0.948 -2.635
H 3.580 -2.306 -1.006
As 4.348 -1.284 1.847
H -0.103 0.729 -3.414
C 1.269 2.350 0.441
H 4.977 -1.851 -1.839
O -4.990 -1.839 1.562
F -2.476 1.137 -2.683
O 2.385 2.872 -0.083
F -3.449 1.841 0.596
O 1.407 -1.005 -1.359
C -5.556 -4.430 1.365
C 0.331 4.455 -0.163
O -2.930 -2.138 0.666
O 0.303 3.229 0.586
H 4.535 2.786 -0.167
F 4.376 0.270 2.693
C 2.107 -0.468 -2.185
F 2.607 -1.125 1.412
As -2.985 1.627 -1.081
C -4.791 -0.437 1.768
F 3.827 -2.038 3.342
F -4.192 2.748 -1.632
F 0.678 -2.671 3.431
F -4.092 0.235 -1.123
F -1.661 0.608 -0.382
H -5.510 -4.503 2.450
F -1.928 3.056 -0.991
H 3.867 -2.922 -2.637
H -6.398 -3.917 0.906
H 0.721 2.239 -3.196
H -5.535 -5.463 1.024
C -4.037 -2.560 0.981

No. 5
79
Properties=species:S:1:pos:R:3 method="wB97M-V/def2-TZVPD" homo_lumo_gap_ev="8.92 / 5.70" total_charge=+2 relative_energy_ev=0.000 s2=6.032 spin_multiplicity=5 e_homo_ev="-13.6 / -13.8" total_energy_ev=-128379.1317
O -1.828 -4.178 -3.415
C 0.781 -2.592 2.479
H -0.811 4.701 -0.289
C 3.228 4.386 -2.246
H 0.788 -2.850 1.424
O 1.752 -1.752 -3.018
O -3.004 -0.698 -0.022
N -0.055 -0.766 3.825
H -1.261 1.892 2.530
C 0.283 -3.791 3.336
Sb -1.072 2.069 -0.132
H -0.849 4.092 -1.932
H 1.564 -1.661 4.777
C -0.681 2.571 1.906
F -1.365 -3.821 0.296
S 1.271 -2.503 -1.902
Co -1.076 -1.215 -0.201
H 4.906 5.108 -1.140
H 1.810 -2.338 2.743
H -3.520 2.605 -1.166
C 2.704 -3.422 -1.186
H 3.610 5.335 0.962
H -6.112 -0.135 -0.200
S -1.244 -3.580 -2.278
C 1.107 4.187 -1.029
C 0.543 -1.365 5.022
C -3.118 2.688 -0.158
H 2.479 1.492 -0.697
H -1.114 -2.213 6.117
H 0.187 3.559 -3.553
F -1.185 -5.724 -0.741
H -3.690 2.054 0.518
H -3.203 3.721 0.175
C 3.860 4.834 -1.114
H 3.331 0.161 -1.504
H -1.149 -4.381 4.817
F -3.069 -4.653 -0.764
H 1.144 -4.260 3.814
H 0.378 2.454 2.133
C -4.128 -0.240 -2.075
C -5.351 -0.861 0.084
C 1.858 4.040 -2.234
Sb 1.861 1.341 -3.363
H -0.135 -4.537 2.661
C -0.265 -2.560 5.525
H 1.214 4.825 1.007
H 1.769 3.820 -4.379
H -4.668 -1.015 -2.625
H -4.717 0.675 -2.181
H -5.720 -1.841 -0.234
O -0.671 -0.803 1.686
F 3.599 -2.516 -0.797
C 3.128 4.963 0.068
C -1.755 -4.547 -0.794
C 1.774 4.659 0.095
C -4.072 -0.606 -0.634
H -5.203 -0.873 1.161
F 3.227 -4.217 -2.088
C 3.483 1.277 -4.735
C 1.264 3.544 -3.456
H 4.202 0.536 -4.391
O -1.708 -2.226 -1.916
H 0.615 -0.586 5.777
H 0.374 -3.133 6.200
H 3.925 1.827 -1.682
O 0.824 -1.650 -0.767
H -1.631 -2.980 3.905
H -0.635 0.056 3.920
H 3.118 1.001 -5.721
H 3.970 2.252 -4.783
C -0.031 -1.339 2.636
C 3.038 1.204 -1.584
H -3.139 -0.108 -2.501
F 2.299 -4.118 -0.134
C -0.770 -3.452 4.391
N 0.317 -3.690 -2.200
H -0.990 3.594 2.114
C -0.366 3.970 -0.964
H 3.776 4.303 -3.178

No. 6
38
Properties=species:S:1:pos:R:3 method="wB97M-V/def2-TZVPD" homo_lumo_gap_ev=10.05 smiles="CO[Si](CCCOC[C@@H]1COC(=O)O1)(OC)OC" e_homo_ev=-9.4 total_energy_ev=-32906.3484
O -1.483 -1.109 -2.704
C 0.682 -1.663 4.620
C -0.467 -1.596 -1.832
O -0.082 1.162 -1.878
O 1.125 2.525 -3.245
C 1.093 1.886 -2.034
O 1.886 2.018 -1.140
C 0.349 -1.706 0.530
H 0.936 -0.602 4.762
C -0.849 -1.351 -0.363
H 0.484 1.483 -4.881
C -1.707 0.655 3.131
H 0.420 -2.783 0.756
O 0.065 -1.887 3.409
H 1.600 -2.288 4.676
O 1.769 0.093 2.298
H 0.442 -1.081 -2.099
H -1.686 -0.183 -4.462
H -1.750 -1.863 -0.071
H 1.245 -1.414 0.039
O -0.889 0.388 2.071
H 1.016 1.780 1.531
H 2.797 1.703 1.673
H -1.046 -0.270 -0.221
H -0.457 2.952 -4.465
C 1.894 1.161 1.443
H -1.764 1.740 -2.882
H -0.004 -0.520 -4.054
H -2.609 0.030 3.041
H -2.027 1.702 3.055
H -0.283 -2.646 -2.042
Si 0.310 -0.749 2.216
H -0.019 -1.933 5.407
H -1.158 0.466 4.081
H 1.918 0.796 0.419
C 0.041 2.074 -4.045
C -0.977 -0.181 -3.643
C -0.816 1.210 -3.096

No. 7
78
Properties=species:S:1:pos:R:3 method="wB97M-V/def2-TZVPD" homo_lumo_gap_ev="4.12 / 4.11" total_charge=+2 relative_energy_ev=2.871 e_homo_ev="-12.5 / -12.5" total_energy_ev=-74982.3607
C 0.092 -2.008 -3.943
C -0.254 -4.357 -0.909
H -1.293 2.461 -1.191
N -2.917 0.688 3.569
N -3.223 1.158 6.143
H 1.008 4.121 1.507
H -0.861 -3.699 -0.285
H -1.528 -0.082 6.562
O -2.665 -2.120 0.049
H -0.100 -5.781 -3.176
C 0.153 -2.923 -4.982
C -1.630 3.456 -3.603
C 1.272 2.935 3.318
H 2.665 4.877 -3.590
H 1.513 -3.207 3.340
H -0.720 1.001 -3.422
H 0.151 -5.005 -5.499
O -1.069 1.537 0.992
Cl -3.525 -2.160 1.308
H 3.766 -3.911 2.581
H 0.722 -4.479 -0.433
H -2.423 2.807 -3.227
S 0.442 1.866 0.927
C 3.321 -1.873 -1.586
C 0.127 1.685 -3.521
H 0.886 2.007 3.751
H -0.718 4.114 -1.159
H -3.519 0.108 2.984
H -0.735 -5.334 -0.926
H 3.714 3.809 -1.784
H 0.386 1.752 -4.583
C -1.972 -0.087 4.444
C 2.797 -2.221 -0.208
H -1.594 3.351 -4.690
H 0.253 -2.575 -6.002
O -2.638 -2.345 2.435
C 0.730 2.654 -0.647
H 0.990 1.280 -2.993
C 1.876 -2.921 2.358
C -0.442 3.091 -1.457
H -3.812 0.465 6.592
H 2.747 2.461 -0.112
H -2.441 1.340 2.952
C 2.062 2.871 -0.856
O -4.520 -3.152 1.204
H 0.493 4.578 -4.374
H -1.201 1.454 5.760
H 1.163 3.733 4.054
O -4.088 -0.793 1.398
Sb 0.140 -0.971 -1.137
H -0.518 3.569 2.223
H -0.992 -0.145 3.977
C 3.592 -2.957 0.670
H -2.358 -1.095 4.551
C 3.135 -3.320 1.927
C -0.017 -2.464 -2.631
C 1.518 -1.850 0.221
C -1.897 0.618 5.819
H 4.373 -1.590 -1.540
C 1.075 -2.163 1.514
C 2.649 3.631 -1.884
C 0.097 -4.281 -4.695
C 0.765 4.030 -3.472
C 0.523 3.305 2.040
H 2.336 2.800 3.127
H -1.894 4.491 -3.365
H 3.243 -2.732 -2.259
Pt -1.750 -0.299 0.476
C -0.105 -3.826 -2.315
C -0.276 3.074 -2.989
H -3.172 1.955 6.761
H 0.099 -1.848 1.849
H 4.585 -3.260 0.352
H 0.132 -0.948 -4.166
C 2.030 4.221 -3.006
H 2.768 -1.045 -2.035
H -3.479 1.189 4.304
C -0.041 -4.718 -3.384